Here is a molecular structure, C10H12Cl2N2O13P2W at a distorted geometry from OMol25. Energies are from wB97M-V/def2-TZVPD.

Values from the calculation:
ΔE to the lowest compared entry with this formula, charge and spin = 227.5 kJ/mol
lowest unoccupied orbital energy (spin up / spin down) = -9.95 / -9.95 eV
total charge = +2
Kohn-Sham gap (spin up / spin down) = 6.2 / 6.2 eV

Geometry (Å):
H -2.971 -1.352 3.366
H -3.519 -3.021 3.462
C 2.197 1.626 -1.207
O 1.054 -2.275 1.773
O 2.712 5.676 -3.456
C 2.496 0.616 -0.133
W -0.360 -0.544 -0.065
H 1.468 -3.121 2.012
H 0.814 0.305 -2.184
C -2.008 0.385 -1.764
H 0.706 4.394 -3.506
N -0.838 2.179 -3.105
H -2.633 -0.478 -2.057
O 4.224 5.018 -2.062
H -0.717 -4.253 -0.194
O -3.217 -3.610 0.435
C 1.087 1.344 -2.001
H 3.744 3.092 -0.792
O -0.315 -0.346 2.060
O -1.936 -1.332 0.411
N 3.173 4.947 -2.629
P -0.091 -1.693 2.712
H -1.619 -4.672 3.288
C -2.654 -2.370 3.592
H -2.609 1.223 -1.372
C -1.549 -2.800 2.657
P -2.063 -2.860 0.861
O -1.659 2.889 -3.602
C 2.853 2.845 -1.350
C 0.436 2.377 -2.707
O 0.374 -1.653 4.182
O -1.266 0.716 -2.857
O -0.654 -3.379 0.225
C 2.344 3.756 -2.283
O -0.962 -4.044 2.945
C 1.115 3.604 -2.888
O 3.427 0.591 0.602
O 1.426 -0.251 -0.008
H -2.318 -2.419 4.628
Cl -0.028 -1.847 -1.917
H 0.969 -0.979 4.531
Cl -0.635 1.718 0.395

These are the Löwdin partial charges, in e, on atoms 1 to 8: 0.10 0.11 -0.08 -0.11 0.15 -0.42 1.38 0.14

Here is a molecular structure, C10H12ClNO3W at a distorted geometry from OMol25. Energies are from wB97M-V/def2-TZVPD.

Values from the calculation:
ΔE to the lowest compared entry with this formula, charge and spin = 0.0 kJ/mol
lowest unoccupied orbital energy (spin up / spin down) = -10.67 / -11.26 eV
multiplicity = 3
total charge = +2
Kohn-Sham gap (spin up / spin down) = 6.7 / 6.2 eV

Geometry (Å):
Cl -2.964 0.273 -1.495
H 2.435 -2.166 -0.486
C 0.481 -2.635 -1.559
H 2.037 0.352 -1.267
C 1.331 -0.482 -1.377
C -0.070 -2.170 1.372
C 0.572 1.695 2.064
H 2.281 2.803 2.781
H -0.092 0.928 -3.770
C -2.674 -1.304 0.275
C 1.549 -1.842 -1.030
C -0.382 0.869 -2.721
H -0.855 0.237 2.342
H -0.013 1.746 -2.179
H 0.455 -3.732 -1.509
C 0.125 -0.395 -2.164
H -0.677 1.400 3.679
C -0.402 -1.762 -2.313
C 1.194 2.947 2.681
H -1.505 0.891 -2.650
H -1.289 -2.025 -2.919
O -3.653 -1.203 0.870
O 0.959 1.287 0.954
H 1.039 3.796 1.999
W -0.661 -1.194 -0.356
H 0.813 3.254 3.671
O 0.353 -2.608 2.329
N -0.389 1.041 2.776

These are the Löwdin partial charges, in e, on atoms 1 to 8: 0.41 0.16 -0.13 0.17 -0.05 -0.09 -0.51 0.11

Here is 2 unconnected molecules or ions with the total composition C10H12F7O6PS at a distorted geometry from OMol25. Energies are from wB97M-V/def2-TZVPD.

Values from the calculation:
ΔE to the lowest compared entry with this formula, charge and spin = 0.0 kJ/mol
lowest unoccupied orbital energy = -0.21 eV
SMILES string = O=C(O)C(F)(F)C(F)(F)C(F)(F)C(=O)[PH2](S)CCF.O=C1OCCO1
Kohn-Sham gap = 8.8 eV

Geometry (Å):
H -1.316 -2.719 1.090
H -2.012 -2.028 2.519
C 3.570 -1.424 0.837
F 3.429 -2.289 -0.157
O -2.830 0.697 -2.354
C 1.754 -0.080 -0.491
S -1.037 -0.067 3.887
F 2.121 -0.544 -1.677
O -0.112 -1.497 -0.808
P -0.297 -0.548 1.805
C 2.939 -0.056 0.488
H -2.366 -0.276 0.203
O 5.925 -1.894 0.480
H -3.486 1.302 -4.210
H -1.750 0.949 -4.114
F -3.373 -1.939 -0.120
H 4.806 0.260 2.255
C 5.104 -1.254 1.099
F 3.925 0.655 -0.118
O 5.477 -0.412 2.083
H -2.679 3.552 -3.827
C -3.245 1.602 -1.441
C -1.635 -1.784 1.536
F 2.621 0.633 1.597
H -1.473 1.204 3.836
F 1.396 1.227 -0.666
O -3.097 2.864 -1.907
F 3.032 -1.949 1.957
H -0.559 0.807 1.508
C -2.338 2.800 -3.120
C 0.438 -0.803 0.020
H 0.895 -0.932 2.439
H -3.498 -0.651 1.442
C -2.594 1.384 -3.586
H -1.287 2.980 -2.887
O -3.672 1.320 -0.368
C -2.773 -1.091 0.770

These are the Löwdin partial charges, in e, on atoms 1 to 8: 0.10 0.04 -0.38 0.18 0.06 -0.43 0.33 0.17

Here is 2 unconnected molecules or ions with the total composition C10H12FOPS at a distorted geometry from OMol25. Energies are from wB97M-V/def2-TZVPD.

Values from the calculation:
ΔE to the lowest compared entry with this formula, charge and spin = 162.1 kJ/mol
lowest unoccupied orbital energy (spin up / spin down) = -2.48 / -3.15 eV
Kohn-Sham gap (spin up / spin down) = 4.1 / 2.8 eV

Geometry (Å):
H 1.969 2.748 -1.321
H 3.472 -2.369 -1.017
S 0.734 -1.541 1.313
C -1.178 0.712 0.988
C -3.972 -1.057 1.196
H 1.096 -1.748 -1.170
H 3.525 -1.908 0.763
C -1.085 0.372 -1.449
C -0.018 1.473 0.899
H -4.535 -0.333 1.693
C 2.656 -0.280 -0.274
H 2.688 0.271 -1.134
C 0.018 1.286 -1.467
H -1.573 0.209 -2.354
P -3.416 -0.493 -0.512
F 0.695 1.779 2.002
H -3.156 -1.319 1.827
C 0.598 1.814 -0.358
H -4.749 -1.779 1.010
H 2.703 0.336 0.752
C 3.045 -1.737 -0.223
C 1.593 -1.407 -0.230
C -1.738 0.182 -0.196
H 0.548 1.544 -2.367
H -1.602 0.572 2.044
O 1.681 2.674 -0.415

These are the Löwdin partial charges, in e, on atoms 1 to 8: 0.10 0.10 0.61 -0.10 -0.35 0.10 0.10 -0.11

Here is C10H12N2 in the gas phase at a distorted geometry from OMol25. Energies are from wB97M-V/def2-TZVPD.

Values from the calculation:
ΔE to the lowest compared entry with this formula, charge and spin = 427.2 kJ/mol
lowest unoccupied orbital energy = 0.99 eV
SMILES string = CC1=C[C@@H]2[C@@H]3C=NN(C=C1)[C@]23C
Kohn-Sham gap = 8.9 eV

Geometry (Å):
C -0.488 0.771 1.644
H -1.059 1.531 -1.679
C 0.578 -1.237 -1.514
C -2.618 1.654 0.513
C 2.737 -0.742 0.033
C 0.697 0.225 -1.088
H 1.381 0.689 -1.912
C -0.749 -1.622 -1.011
C 1.242 -0.794 -0.172
N 0.358 -1.157 0.829
H 2.994 -1.703 0.330
C -1.181 1.147 0.370
H 2.945 0.053 0.711
H 0.983 -0.471 2.656
H -2.750 2.376 1.352
C 0.300 -0.253 1.846
H -1.572 -2.110 -1.687
H -0.724 1.459 2.470
N -0.892 -1.412 0.243
H -2.837 2.090 -0.484
H 1.019 -1.653 -2.399
H -3.107 0.679 0.680
C -0.475 1.040 -0.795
H 3.215 -0.562 -0.935

These are the Löwdin partial charges, in e, on atoms 1 to 8: -0.04 0.14 -0.08 -0.04 0.02 -0.20 0.18 -0.13

Here is C10H12N2O in the gas phase at a distorted geometry from OMol25. Energies are from wB97M-V/def2-TZVPD.

Values from the calculation:
ΔE to the lowest compared entry with this formula, charge and spin = 961.7 kJ/mol
lowest unoccupied orbital energy = -0.21 eV
Kohn-Sham gap = 7.8 eV

Geometry (Å):
H 2.123 -1.498 -0.179
H 4.202 1.617 -1.882
C -2.247 0.773 0.177
H -1.181 2.477 -0.522
C 1.061 -2.187 -0.079
H -3.219 -0.864 1.132
H 0.540 -3.139 1.623
C -0.201 -1.324 0.027
C -1.022 1.451 -0.208
H 1.041 -4.196 0.539
H -3.138 2.543 0.447
H 4.558 1.693 -0.059
N 1.181 -3.256 0.931
N -1.359 -1.518 0.591
C 2.605 1.540 -0.691
C 3.925 1.972 -0.942
C -3.459 1.596 0.209
H -3.900 1.494 -0.764
H 3.960 2.976 -1.036
H -4.196 1.483 1.065
H 1.086 -2.573 -1.068
C 0.207 0.914 -0.323
O -1.699 -2.643 0.967
C -2.341 -0.525 0.568
C 1.474 1.194 -0.523

These are the Löwdin partial charges, in e, on atoms 1 to 8: 0.16 0.07 -0.27 0.12 -0.23 0.14 0.00 0.08

Here is 2 unconnected molecules or ions with the total composition C10H12N2O2S at a distorted geometry from OMol25. Energies are from wB97M-V/def2-TZVPD.

Values from the calculation:
ΔE to the lowest compared entry with this formula, charge and spin = 273.3 kJ/mol
lowest unoccupied orbital energy (spin up / spin down) = -0.64 / -0.64 eV
Kohn-Sham gap (spin up / spin down) = 6.8 / 6.8 eV

Geometry (Å):
H -0.434 -2.164 -3.874
H 0.815 1.534 3.787
C 0.081 0.089 -1.326
C -0.855 1.424 2.213
H 1.862 -1.299 -4.492
H -1.396 2.405 2.201
H -1.445 -1.436 -1.756
C -0.454 0.463 -0.064
N -1.726 0.168 0.362
H 0.073 0.131 3.819
O 1.205 -2.051 0.015
C 1.295 -0.940 -3.658
C -1.654 0.237 1.841
H -1.134 -0.609 2.149
S 0.334 1.726 0.871
C -0.490 -1.005 -2.082
N 0.839 -1.277 0.883
C 0.076 -1.449 -3.338
H -0.918 1.695 4.217
H 1.619 1.468 -1.445
H -2.692 0.099 2.262
C 1.274 0.620 -1.813
H 2.751 0.639 -3.295
O 1.375 -1.031 1.961
C -0.193 1.173 3.631
H -2.098 -0.663 -0.141
C 1.891 0.052 -2.926

These are the Löwdin partial charges, in e, on atoms 1 to 8: 0.08 0.07 -0.25 -0.56 0.11 0.11 0.10 -0.50

Here is a molecular structure, C10H12N2O6V at a distorted geometry from OMol25. Energies are from wB97M-V/def2-TZVPD.

Values from the calculation:
lowest unoccupied orbital energy (spin up / spin down) = -8.86 / -10.22 eV
multiplicity = 4
total charge = +2
Kohn-Sham gap (spin up / spin down) = 7.5 / 6.1 eV

Geometry (Å):
O 3.732 1.203 -0.412
C -0.049 -1.091 -2.881
H -0.220 2.560 -0.202
H -0.749 2.141 3.328
H -1.328 -2.107 -0.641
C 2.179 -1.861 -1.331
H 1.184 2.105 0.815
C -1.010 -2.254 0.418
H -3.048 -0.561 2.254
H -1.632 -1.016 3.315
N -0.700 1.336 1.490
C 0.114 2.346 0.822
C 2.840 0.715 -0.970
C -0.708 0.114 0.986
O 0.309 2.437 -3.183
O 0.021 0.000 -0.019
H -1.997 0.907 3.061
C 3.969 -0.551 -5.485
O 2.674 -2.845 -0.936
V 1.050 -0.146 -1.447
H 0.064 -2.552 0.453
N -1.291 -1.062 1.264
C 0.747 1.465 -2.708
H -2.132 2.506 2.296
O -0.904 -1.589 -3.496
C -1.440 1.718 2.599
O 4.628 -0.649 -6.401
C -2.150 -1.202 2.353
H -0.041 3.238 1.433
H -2.481 -2.247 2.347
H -1.629 -3.061 0.878

These are the Löwdin partial charges, in e, on atoms 1 to 8: 0.23 -0.01 0.10 0.12 0.09 0.01 0.09 0.03

Here is a gas-phase ion, C10H12N3O2 (charge +1) at a distorted geometry from OMol25. Energies are from wB97M-V/def2-TZVPD.

Values from the calculation:
ΔE to the lowest compared entry with this formula, charge and spin = 0.0 kJ/mol
lowest unoccupied orbital energy (spin up / spin down) = -3.13 / -5.69 eV
multiplicity = 3
total charge = +1
Kohn-Sham gap (spin up / spin down) = 5.5 / 5.9 eV

Geometry (Å):
H 2.808 -1.465 2.731
H 1.553 2.260 -2.173
C -1.208 -0.541 -0.104
C -2.400 -0.997 0.433
C 1.333 -0.873 1.329
C 2.317 -0.708 2.226
H -0.731 1.690 -4.249
H 2.068 1.546 -0.676
H -1.638 0.874 -2.141
H 0.901 -1.866 0.972
H -1.162 -3.356 -1.379
N 0.714 0.346 1.093
H 3.087 1.069 3.332
H -3.331 -2.928 0.009
C -0.315 0.637 0.165
C -1.536 -2.483 -0.984
H -3.076 -0.654 1.119
H -1.037 1.428 0.554
O -0.657 -1.506 -0.930
N 1.323 1.800 -1.280
C 2.288 0.589 2.736
C -2.671 -2.207 -0.252
C 1.302 1.224 1.998
H 0.736 2.043 2.261
O -0.194 1.765 -3.388
N -0.653 1.134 -2.218
C 0.181 1.178 -1.184

These are the Löwdin partial charges, in e, on atoms 1 to 8: 0.09 0.15 -0.22 0.02 -0.07 -0.10 0.19 0.13

Here is 2 unconnected molecules or ions with the total composition C10H12N4O at a distorted geometry from OMol25. Energies are from wB97M-V/def2-TZVPD.

Values from the calculation:
ΔE to the lowest compared entry with this formula, charge and spin = 866.3 kJ/mol
lowest unoccupied orbital energy (spin up / spin down) = -0.05 / -1.17 eV
Kohn-Sham gap (spin up / spin down) = 8.0 / 6.9 eV

Geometry (Å):
C -2.998 -0.349 -1.277
C -2.124 -2.070 0.188
H -0.279 0.958 2.078
H -3.565 0.021 -2.015
H -0.713 -1.304 1.514
C -0.247 1.102 1.060
C -1.248 0.203 0.303
C -2.051 0.553 -0.822
C -1.307 -1.102 0.766
C 4.840 -0.021 -0.385
H -1.925 -2.958 0.631
C -2.979 -1.693 -0.834
N 5.958 0.186 -0.012
H 2.025 1.207 1.166
H 1.297 -0.370 1.039
C 1.131 0.629 0.725
N 3.768 0.485 -0.714
H 1.225 1.864 -1.283
N 2.658 0.096 -1.170
H -3.554 -2.391 -1.246
C 1.437 0.784 -0.826
H 0.760 0.256 -1.429
H -2.023 1.569 -1.275
N 3.085 -2.072 -0.052
H -0.578 2.072 0.831
O 4.155 -1.728 0.254
H 6.344 -0.129 0.825

These are the Löwdin partial charges, in e, on atoms 1 to 8: -0.06 -0.04 0.09 0.06 0.06 -0.15 -0.20 -0.03

Here is C10H12NOP in the gas phase at a distorted geometry from OMol25. Energies are from wB97M-V/def2-TZVPD.

Values from the calculation:
ΔE to the lowest compared entry with this formula, charge and spin = 255.3 kJ/mol
lowest unoccupied orbital energy = 0.31 eV
SMILES string = C=C[P@](N)(=O)C(=C)c1ccccc1
Kohn-Sham gap = 9.2 eV

Geometry (Å):
H -0.455 2.206 2.652
H 0.843 -2.086 -2.313
H 2.337 -1.663 -1.439
C 1.288 -1.499 -1.579
H -1.080 0.459 1.067
H -2.233 1.522 -0.735
H -0.811 -2.361 0.893
C 1.580 2.125 2.016
H -2.410 -3.153 1.049
P -1.322 -0.656 -1.363
C -0.061 0.740 0.961
C 0.279 1.717 1.931
H 2.088 2.821 2.703
C -2.303 -1.507 -0.145
C 2.525 1.678 1.107
C 0.406 -0.669 -1.006
H -1.564 1.360 -2.319
H 2.809 0.522 -0.800
C 0.881 0.232 0.052
C -1.742 -2.440 0.594
H 3.429 2.075 1.172
H -3.335 -1.644 -0.337
C 2.174 0.811 0.103
O -1.587 -1.532 -2.817
N -1.735 0.941 -1.446

These are the Löwdin partial charges, in e, on atoms 1 to 8: 0.13 0.04 0.08 0.08 0.07 0.10 0.01 -0.11

Here is C10H12NPS in the gas phase at a distorted geometry from OMol25. Energies are from wB97M-V/def2-TZVPD.

Values from the calculation:
ΔE to the lowest compared entry with this formula, charge and spin = 154.8 kJ/mol
lowest unoccupied orbital energy = -0.38 eV
SMILES string = CC[C@H]1[C@@H](c2ccccc2)N1P=S
Kohn-Sham gap = 7.9 eV

Geometry (Å):
H -0.564 0.721 2.227
C 2.862 0.973 0.274
C -0.686 0.620 1.182
H 0.550 -1.953 -0.006
C -0.218 -2.583 0.232
H -2.278 -1.165 1.701
C -1.811 -0.793 0.744
H -0.332 -2.666 1.330
C 2.764 1.480 -1.003
C 1.536 1.666 -1.588
H 3.588 1.840 -1.596
P -2.839 1.827 -0.175
H 1.562 1.965 -2.634
H 3.716 0.838 0.867
C 0.430 0.873 0.411
C 1.675 0.489 0.880
N -1.999 0.597 0.631
S -4.571 1.180 -0.668
H -0.009 -3.522 -0.221
H 1.730 -0.054 1.942
C -1.431 -1.796 -0.383
H -0.589 1.743 -1.339
C 0.400 1.414 -0.858
H -1.244 -1.275 -1.341
H -2.243 -2.419 -0.609

These are the Löwdin partial charges, in e, on atoms 1 to 8: 0.12 -0.06 -0.16 0.02 -0.07 0.14 -0.13 0.09

Please write out number 7 again, unchanged.
Here is 2 unconnected molecules or ions with the total composition C10H12N2O2S at a distorted geometry from OMol25. Energies are from wB97M-V/def2-TZVPD.

Values from the calculation:
ΔE to the lowest compared entry with this formula, charge and spin = 273.3 kJ/mol
lowest unoccupied orbital energy (spin up / spin down) = -0.64 / -0.64 eV
Kohn-Sham gap (spin up / spin down) = 6.8 / 6.8 eV

Geometry (Å):
H -0.434 -2.164 -3.874
H 0.815 1.534 3.787
C 0.081 0.089 -1.326
C -0.855 1.424 2.213
H 1.862 -1.299 -4.492
H -1.396 2.405 2.201
H -1.445 -1.436 -1.756
C -0.454 0.463 -0.064
N -1.726 0.168 0.362
H 0.073 0.131 3.819
O 1.205 -2.051 0.015
C 1.295 -0.940 -3.658
C -1.654 0.237 1.841
H -1.134 -0.609 2.149
S 0.334 1.726 0.871
C -0.490 -1.005 -2.082
N 0.839 -1.277 0.883
C 0.076 -1.449 -3.338
H -0.918 1.695 4.217
H 1.619 1.468 -1.445
H -2.692 0.099 2.262
C 1.274 0.620 -1.813
H 2.751 0.639 -3.295
O 1.375 -1.031 1.961
C -0.193 1.173 3.631
H -2.098 -0.663 -0.141
C 1.891 0.052 -2.926

These are the Löwdin partial charges, in e, on atoms 1 to 8: 0.08 0.07 -0.25 -0.56 0.11 0.11 0.10 -0.50